Record 1
10 unconnected molecules or ions with the total composition C4H18BO17 at a distorted geometry. Source: the Open Molecules 2025 dataset; level of theory: ωB97M-V/def2-TZVPD.

## Properties
**Kohn-Sham gap**: 10.37 eV
**LUMO**: 2.03 eV

```
! RIJCOSX wB97M-V def2-TZVPD def2/J DEFGRID3
* xyz -1 1
O -1.9372 -1.0728 1.4360
C -1.1557 -0.4269 0.7303
O 0.0514 -0.3313 1.0117
B 0.7159 0.3712 -0.0115
O -0.3584 0.8343 -0.9132
C -1.4199 0.2993 -0.5015
O -2.5065 0.4946 -0.9896
O 1.7640 -0.3965 -0.6719
C 2.9070 0.0232 -0.2355
O 3.9669 -0.4414 -0.4199
C 2.7071 1.2564 0.5098
O 1.4584 1.5664 0.5787
O 3.5827 2.1029 0.7321
O -1.4245 -2.5843 3.6945
H -2.0453 -2.1477 3.0278
H -1.9599 -3.3267 4.2981
O -0.5946 0.8059 -4.0204
H -0.9430 0.8750 -3.1741
H -0.2321 -0.1282 -3.9853
O 2.3573 4.5439 0.8684
H 2.7433 3.6380 0.8216
H 3.0795 5.1911 0.6409
O -5.0757 -0.3214 1.8565
H -4.9271 -1.0695 1.2838
H -4.1706 0.0093 2.1746
O -5.3095 0.8251 -1.9344
H -5.4125 0.4250 -2.8583
H -4.3821 0.4594 -1.5327
O -3.5711 -2.0797 -2.2773
H -2.7465 -2.3202 -1.9597
H -3.0722 -1.2148 -2.6883
O 6.0769 -1.1542 -2.0173
H 5.5919 -0.9145 -1.2096
H 6.0995 -2.0722 -2.3212
O 2.0299 -3.4012 -0.3109
H 1.4246 -3.9519 0.2293
H 2.0264 -2.5098 -0.0273
O 1.1777 2.7236 3.4067
H 1.7603 2.2009 3.8009
H 1.7238 3.2194 2.9582
*
```



Record 2
A gas-phase ion, C2H3N2OS (charge +1) at a distorted geometry. Source: the Open Molecules 2025 dataset; level of theory: ωB97M-V/def2-TZVPD.

## Properties
**Kohn-Sham gap**: 9.57 eV
**SMILES string**: O=C=N/C=[NH+]\S
**LUMO**: -5.61 eV

```
! RIJCOSX wB97M-V def2-TZVPD def2/J DEFGRID3
* xyz 1 1
O 2.1894 -1.0229 -1.7878
C 1.3386 -0.3427 -1.4516
N 0.5410 0.5119 -1.1681
C -0.4440 0.8714 -0.3939
N -0.7242 0.3236 0.7632
S 0.2633 -0.9970 1.5097
H -1.1579 1.6583 -0.8780
H -1.3281 0.8044 1.4632
H -0.6781 -1.8071 1.9433
*
```



Record 3
A molecular structure, C33H40FeN4P2Te at a distorted geometry. Source: the Open Molecules 2025 dataset; level of theory: ωB97M-V/def2-TZVPD.

## Properties
**<S²>**: 6.0571
**Kohn-Sham gap (spin up / spin down)**: 4.60 / 6.52 eV
**LUMO (spin up / spin down)**: -0.18 / -0.11 eV

```
! RIJCOSX wB97M-V def2-TZVPD def2/J DEFGRID3
* xyz 0 5
Fe -0.7068 1.5357 -1.2935
C -1.3322 1.4478 -3.3730
C -1.1882 0.0961 -3.3442
C -0.4589 -0.7059 -4.3937
C 0.8829 -0.0903 -4.8302
C 1.5183 0.5290 -3.6582
C 1.2954 1.7184 -3.0501
C 0.5549 2.8850 -3.7116
C -0.6712 2.3126 -4.3932
C 0.9108 1.4732 2.3728
H -2.0876 1.9919 -2.8168
H -1.8779 -0.5271 -2.7543
H -1.0246 -0.7893 -5.3437
H -0.2375 -1.7191 -4.0231
H 1.5003 -0.9034 -5.2854
H 0.7198 0.7008 -5.5880
H 2.4222 0.0011 -3.4472
H 1.9664 2.0894 -2.2550
H 1.2133 3.4125 -4.4679
H 0.1587 3.5747 -2.9040
H -1.3565 3.1093 -4.7228
H -0.4190 1.6636 -5.2265
H 1.3533 2.1232 3.1284
H 0.4135 1.7967 1.3583
H 1.3688 0.4675 2.5229
P 1.7265 -0.3842 -0.1384
P -1.6532 -0.6056 0.2343
N 3.1555 0.5721 -0.5247
N 2.5798 -1.6257 0.7749
N -3.0145 0.6033 -0.3870
N -2.9386 -1.7398 0.8041
C 0.7527 -1.5074 -1.3826
C -0.7870 -1.7395 -1.0969
C 3.2320 1.9789 -0.2919
C 4.2218 2.5555 -1.0974
C 4.8826 1.4432 -1.7727
C 4.2577 0.2666 -1.3342
C 3.4522 -1.2869 1.8441
C 4.2836 -2.3701 2.1002
C 3.8448 -3.4583 1.2574
C 2.7764 -2.9908 0.5156
C -2.5632 2.0357 -0.3933
C -3.5601 2.7392 -1.1538
C -4.3758 1.8028 -1.8145
C -3.9910 0.4974 -1.3412
C -3.8863 -2.5150 0.1338
C -4.6311 -3.2043 1.0900
C -4.1142 -2.8292 2.3654
C -3.0868 -1.9370 2.1709
H 1.2725 -2.4866 -1.3480
H 0.8891 -1.0113 -2.3662
H -1.3863 -1.6928 -2.0374
H -0.9292 -2.7762 -0.7352
H 2.5641 2.4920 0.3886
H 4.5011 3.6237 -1.2440
H 5.6670 1.4741 -2.5389
H 4.5120 -0.7715 -1.4781
H 3.4339 -0.3126 2.3376
H 5.2201 -2.3313 2.6678
H 4.3493 -4.4052 1.0205
H 2.1075 -3.4395 -0.2228
H -2.1277 2.3610 0.5476
H -3.7588 3.8072 -1.0382
H -5.2963 2.0147 -2.3834
H -4.4405 -0.4719 -1.4199
H -3.8874 -2.5386 -0.9568
H -5.4055 -3.9359 0.9159
H -4.3633 -3.1727 3.3379
H -2.4390 -1.3451 2.8053
Te -1.0330 0.9119 2.9867
C -0.7500 0.3780 4.9584
C -0.9282 1.3384 5.9972
C -0.5922 0.9836 7.3229
C -0.1755 -0.3338 7.6282
C -0.0913 -1.3025 6.6033
C -0.3692 -0.9585 5.2592
H -1.2885 2.3494 5.7708
H -0.6842 1.7394 8.1239
H 0.0438 -0.6081 8.6775
H 0.1723 -2.3433 6.8723
H -0.2687 -1.7307 4.4850
*
```



Record 4
C5H9P in the gas phase at a distorted geometry. Source: the Open Molecules 2025 dataset; level of theory: ωB97M-V/def2-TZVPD.

## Properties
**Kohn-Sham gap**: 8.44 eV
**SMILES string**: C=[P@]1(C)[C@@H]2C[C@@H]21
**LUMO**: 0.90 eV

```
! RIJCOSX wB97M-V def2-TZVPD def2/J DEFGRID3
* xyz 0 1
C 1.2917 1.6007 0.1006
P 0.4910 0.1361 0.1636
C 1.7074 -1.1728 -0.1884
C -0.9389 -0.3112 -0.8071
C -1.9819 0.4714 -0.0282
C -1.1091 -0.3537 0.8444
H 1.6011 2.0286 1.0591
H 0.6173 2.3097 -0.2096
H 1.4928 -2.1809 0.0770
H 1.9042 -0.9920 -1.3592
H 2.7193 -0.8926 0.3316
H -1.2400 -1.1060 -1.4708
H -1.9914 1.4871 0.1123
H -3.0833 0.2471 0.0345
H -1.4801 -1.2716 1.3402
*
```



Record 5
2 unconnected molecules or ions with the total composition C3H7NO at a distorted geometry. Source: the Open Molecules 2025 dataset; level of theory: ωB97M-V/def2-TZVPD.

## Properties
**Kohn-Sham gap (spin up / spin down)**: 8.14 / 7.94 eV
**LUMO (spin up / spin down)**: -0.61 / -0.90 eV

```
! RIJCOSX wB97M-V def2-TZVPD def2/J DEFGRID3
* xyz 0 1
C -0.8663 1.9229 0.3591
C 1.0532 -0.6967 -0.6989
C 0.2442 -0.8169 0.5956
N -1.1151 -0.3432 0.4121
O -1.6958 -0.8145 -0.5775
H -1.3142 2.4897 -0.5337
H -1.0334 2.4919 1.3703
H 2.0879 -0.8468 -0.5215
H 0.8243 -1.5574 -1.3716
H 0.7379 0.2205 -1.1009
H 0.3722 -1.9280 0.8439
H 0.7051 -0.1216 1.2232
*
```



Energy relative to the best compared isomer or geometry (same formula, charge and spin)? In order: 4.110; 0.430; 4.734; 3.420; 8.313 eV.
E_tot? In order: -39929.677; -17977.019; -101076.801; -14614.900; -6754.438 eV.